{"formula": "C17H15N3O", "method": "ωB97M-V/def2-TZVPD", "symbols": ["O", "N", "N", "N", "C", "C", "C", "C", "C", "C", "C", "C", "C", "C", "C", "C", "C", "C", "C", "C", "C", "H", "H", "H", "H", "H", "H", "H", "H", "H", "H", "H", "H", "H", "H", "H"], "positions_angstrom": [[0.092, -2.808, 1.308], [-1.180, -1.192, 0.449], [1.320, 1.604, 1.588], [1.365, 0.284, 1.352], [2.664, -1.220, -0.191], [-3.473, 2.158, -0.454], [-1.804, -2.233, -0.381], [-2.460, 2.322, 0.471], [2.262, -0.010, 0.373], [-3.677, 0.918, -1.042], [3.773, 1.257, -1.058], [3.615, -1.158, -1.181], [-1.631, 1.270, 0.840], [-1.835, 0.030, 0.256], [0.579, -0.628, 2.134], [2.809, 1.228, -0.047], [-0.195, -1.624, 1.271], [-2.905, -1.542, -1.186], [4.161, 0.061, -1.611], [2.161, 2.186, 0.771], [-2.860, -0.132, -0.683], [2.282, 3.251, 0.785], [-4.104, 2.992, -0.722], [-4.462, 0.771, -1.768], [-0.091, -0.046, 2.769], [-2.298, 3.288, 0.924], [-3.882, -1.994, -1.013], [3.958, -2.072, -1.643], [4.906, 0.049, -2.393], [4.197, 2.194, -1.385], [-2.706, -1.579, -2.259], [1.234, -1.234, 2.775], [2.251, -2.159, 0.140], [-1.033, -2.683, -1.011], [-2.190, -3.017, 0.276], [-0.845, 1.469, 1.546]], "forces_ev_per_a": [[0.1, -0.1, 0.1], [0.0, -0.4, -0.2], [0.0, 0.6, 0.4], [0.1, 0.0, -0.2], [0.0, -0.2, 0.0], [-0.1, 0.1, -0.1], [0.0, -0.6, -0.1], [0.0, 0.0, 0.0], [0.3, 0.6, -0.3], [0.1, 0.0, 0.1], [0.0, -0.1, 0.0], [-0.1, -0.1, 0.1], [0.1, -0.1, 0.1], [-0.5, 0.6, -0.2], [0.0, -0.3, 0.3], [-0.2, -0.6, 0.1], [0.1, 0.2, 0.3], [0.0, 0.0, 0.0], [0.2, 0.1, -0.2], [-0.1, -0.2, 0.1], [0.1, 0.0, 0.1], [0.0, 0.2, 0.0], [-0.1, 0.1, 0.0], [-0.1, 0.0, -0.1], [0.1, 0.0, -0.1], [0.0, 0.1, 0.0], [0.0, 0.0, 0.0], [0.0, -0.1, 0.0], [0.1, 0.0, -0.1], [0.1, 0.1, -0.1], [0.0, 0.0, 0.0], [-0.2, 0.1, -0.1], [0.0, -0.1, 0.0], [-0.1, 0.0, 0.1], [0.1, 0.1, -0.1], [0.0, 0.0, 0.0]], "lumo_energy_ev": 0.82, "relative_energy_kj_mol": 55.5, "charge": 0, "homo_ha": -0.30476, "orbital_gap_ha": 0.3348}

***

{"formula": "C17H15N3O2S2", "method": "ωB97M-V/def2-TZVPD", "symbols": ["S", "S", "O", "O", "N", "N", "N", "C", "C", "C", "C", "C", "C", "C", "C", "C", "C", "C", "C", "C", "C", "C", "C", "C", "H", "H", "H", "H", "H", "H", "H", "H", "H", "H", "H", "H", "H", "H", "H"], "positions_angstrom": [[2.017, -0.030, -1.020], [-3.991, -0.505, -0.988], [4.914, -0.632, -2.012], [5.528, -1.024, 0.098], [-0.664, -0.513, -0.822], [0.593, -1.965, 0.258], [-0.682, -2.318, 0.428], [-3.548, -2.615, 0.405], [-4.944, -2.528, 0.256], [-1.544, 3.197, 1.173], [3.426, -1.078, 1.177], [-2.875, -1.592, -0.212], [-0.850, 1.903, -0.730], [0.131, 2.845, -1.002], [-1.686, 2.084, 0.365], [-5.329, -1.446, -0.469], [0.604, -0.888, -0.485], [4.916, -1.398, 1.329], [-0.567, 4.138, 0.895], [4.632, -0.906, -0.886], [-1.450, -1.459, -0.207], [-0.986, 0.667, -1.586], [0.269, 3.961, -0.194], [3.236, -1.188, -0.328], [-2.199, 3.330, 2.022], [3.216, -0.058, 1.506], [-2.004, 0.569, -1.969], [2.784, -1.765, 1.722], [2.916, -2.187, -0.634], [-0.458, 5.007, 1.527], [-5.634, -3.240, 0.671], [-6.318, -1.133, -0.738], [-2.449, 1.352, 0.585], [5.405, -0.836, 2.126], [-3.031, -3.389, 0.940], [5.085, -2.469, 1.485], [1.035, 4.689, -0.413], [-0.290, 0.718, -2.430], [0.792, 2.703, -1.844]], "forces_ev_per_a": [[0.4, 0.0, -0.2], [0.0, -0.5, 0.3], [0.1, 0.1, -0.1], [0.5, 0.1, -0.2], [0.3, -0.8, 0.3], [1.0, 0.4, -0.2], [-1.3, -0.2, 0.1], [0.4, 0.3, -0.2], [-0.2, 0.1, -0.1], [-0.1, 0.0, 0.1], [0.2, -0.1, 0.1], [-1.1, 0.1, -0.1], [0.0, 0.1, -0.1], [-0.1, -0.1, 0.0], [0.0, 0.0, 0.0], [0.2, 0.2, -0.1], [0.1, -0.1, 0.1], [-0.3, -0.3, 0.5], [0.1, 0.1, 0.0], [-0.6, 0.0, -0.3], [0.9, -0.2, 0.1], [-0.1, 0.4, -0.1], [0.1, 0.1, 0.0], [-0.3, 0.2, 0.1], [-0.1, 0.0, 0.1], [0.0, 0.0, 0.0], [0.3, 0.0, -0.1], [0.0, 0.0, 0.0], [0.1, 0.0, 0.1], [0.0, 0.1, 0.0], [-0.1, -0.1, 0.1], [-0.2, 0.0, 0.0], [-0.1, -0.1, 0.1], [-0.1, -0.1, -0.1], [0.1, -0.1, 0.1], [0.0, 0.1, 0.0], [0.1, 0.1, 0.0], [-0.2, 0.0, 0.0], [0.1, 0.0, -0.1]], "lumo_energy_ev": 0.42, "relative_energy_kj_mol": 0.0, "charge": 0, "homo_ha": -0.29598, "orbital_gap_ha": 0.3114}

***

{"formula": "C17H15N4O2Re", "method": "ωB97M-V/def2-TZVPD", "symbols": ["Re", "O", "O", "N", "N", "N", "N", "C", "C", "C", "C", "C", "C", "C", "C", "C", "C", "C", "C", "C", "C", "C", "C", "C", "H", "H", "H", "H", "H", "H", "H", "H", "H", "H", "H", "H", "H", "H", "H"], "positions_angstrom": [[-0.716, -0.072, -0.002], [-4.484, 1.150, 0.001], [-2.214, 0.898, -0.004], [-2.204, -1.647, 0.002], [1.256, 0.356, 0.000], [-0.259, -0.055, 2.078], [-0.255, -0.062, -2.081], [0.642, -0.082, -4.699], [-1.098, -0.338, -3.092], [3.757, 1.427, 0.001], [1.518, 0.226, -3.659], [1.038, 0.257, 2.368], [-0.698, -0.327, 4.409], [-0.688, -0.341, -4.411], [3.133, 1.144, -1.212], [-1.104, -0.329, 3.089], [-3.599, 0.401, 0.000], [1.044, 0.248, -2.368], [1.868, 0.601, 1.193], [1.509, 0.240, 3.660], [1.871, 0.597, -1.192], [0.631, -0.065, 4.699], [-3.610, -1.108, 0.001], [3.130, 1.149, 1.214], [-4.153, -1.456, 0.879], [-1.417, -0.537, 5.189], [2.556, 0.444, -3.868], [3.625, 1.375, 2.148], [0.987, -0.090, 5.721], [-2.082, -2.259, -0.805], [-2.135, -0.527, 2.827], [-4.152, -1.457, -0.878], [-2.082, -2.256, 0.811], [1.001, -0.111, -5.720], [2.546, 0.460, 3.871], [3.630, 1.366, -2.146], [-1.405, -0.554, -5.192], [-2.130, -0.534, -2.833], [4.746, 1.870, 0.001]], "forces_ev_per_a": [[-0.4, 0.7, 0.0], [0.2, 0.0, 0.0], [-0.2, 0.3, 0.0], [-0.2, 0.0, 0.0], [0.5, 0.3, 0.0], [0.3, -0.6, -0.3], [0.3, -0.6, 0.3], [0.0, 0.0, 0.0], [0.0, -0.1, 0.0], [0.0, 0.0, 0.0], [-0.1, 0.1, -0.1], [0.0, 0.1, -0.1], [0.0, 0.0, 0.0], [0.0, 0.0, 0.0], [0.0, 0.0, 0.0], [0.0, -0.1, 0.0], [-0.5, -0.2, 0.0], [0.0, 0.1, 0.1], [-0.1, 0.0, -0.1], [-0.1, 0.1, 0.1], [-0.1, 0.0, 0.1], [0.0, 0.0, 0.0], [0.2, -0.1, 0.0], [0.0, 0.0, 0.0], [-0.1, 0.0, 0.0], [0.0, 0.0, 0.0], [0.0, 0.0, 0.0], [0.0, 0.0, 0.0], [0.0, 0.0, 0.0], [0.0, 0.0, 0.0], [0.0, -0.1, 0.0], [0.0, 0.0, 0.0], [0.0, 0.0, 0.0], [0.0, 0.0, 0.0], [0.0, 0.0, 0.0], [0.0, 0.0, 0.0], [0.0, 0.0, 0.0], [0.0, -0.1, 0.0], [0.0, 0.0, 0.0]], "lumo_energy_ev": [-12.19, -12.00], "multiplicity": 2, "relative_energy_kj_mol": 28.7, "charge": 3, "homo_ha": [-0.70428, -0.70468], "orbital_gap_ha": [0.2563, 0.2637]}

***

Largest force on an atom readings, ordered: 0.016 0.026 0.016 Eh/bohr